Record 1
The following is a quantum chemistry calculation of a 6-piece molecular cluster, C34H57Cl11F8IN4O7 overall, from the Open Molecules 2025 dataset.

Last column: Löwdin charge in e.
Positions of all 122 atoms, in Å:
C (-4.10107, 5.18334, 1.37414)  -0.14
C (-3.44980, 4.23854, 0.20347)  -0.23
C (-3.75889, 2.61470, 0.45592)  -0.22
N (-2.46809, 2.03207, 0.98776)  -0.03
C (-2.63194, 0.63369, 1.53817)  -0.31
N (-1.35393, 0.36198, 2.29962)  0.02
C (-1.72307, 0.07525, 3.73665)  -0.15
C (-0.61781, 0.92123, 4.66443)  -0.21
O (-0.16230, 2.05420, 3.81819)  -0.13
C (-0.70966, -0.73769, 1.48762)  -0.07
N (0.40113, -1.52473, 1.69894)  -0.07
C (1.25774, -1.33253, 2.93045)  -0.03
C (2.47629, -2.45946, 3.08077)  -0.51
O (2.28978, -3.78115, 3.11668)  -0.02
Cl (4.20138, -1.75066, 3.24165)  0.61
O (0.76006, -2.48404, 0.82833)  -0.08
C (1.70019, -1.99652, -0.19230)  -0.09
C (3.04617, -2.98651, -0.26799)  -0.19
O (3.47533, -3.17921, -1.69325)  -0.21
C (3.70618, -1.88222, -2.34818)  -0.25
C (4.70624, -1.94432, -3.65424)  -0.10
N (-1.44849, -1.02460, 0.16351)  -0.08
C (-1.04710, -0.18113, -1.02561)  -0.12
C (-1.06376, -1.00565, -2.47030)  -0.14
O (0.18161, -0.65140, -3.16900)  -0.20
C (0.20672, 0.76334, -3.58312)  -0.08
C (1.59340, 1.55581, -3.09693)  -0.14
F (2.25532, 0.90787, -1.93257)  -0.01
F (2.58370, 1.46188, -4.23193)  0.00
C (1.34343, 3.12522, -2.69482)  -0.09
F (0.67691, 3.30621, -1.35388)  0.02
F (2.71682, 3.72925, -2.51537)  0.01
C (0.58436, 4.02468, -3.83657)  -0.12
F (0.84423, 3.60895, -5.23623)  0.03
F (-0.89531, 3.97084, -3.57947)  0.01
C (0.97577, 5.64586, -3.71115)  -0.05
F (0.43632, 6.20321, -2.43461)  -0.01
F (0.25954, 6.30625, -4.84333)  -0.02
C (-2.86291, -0.63894, 0.53366)  -0.60
I (-3.47827, -2.43834, 1.70245)  1.05
C (-4.04171, -0.60261, -0.60369)  -0.21
C (-5.54612, -0.26740, -0.02817)  -0.12
C (-6.54408, -1.49556, -0.54719)  -0.28
O (-7.47460, -1.20905, -1.48800)  -0.01
O (-6.45846, -2.89387, -0.09231)  -0.08
H (-5.26762, 5.08381, 1.32174)  0.09
H (-3.69806, 6.27492, 1.19870)  0.09
H (-3.65300, 4.81266, 2.40101)  0.08
H (-3.75500, 4.56286, -0.90255)  0.12
H (-2.26502, 4.36370, 0.23654)  0.11
H (-4.69943, 2.43837, 1.13462)  0.12
H (-3.97476, 2.18578, -0.63698)  0.11
H (-2.24485, 2.62790, 1.84141)  0.13
H (-3.65677, 0.70238, 2.09762)  0.09
H (-1.64288, -1.09189, 3.96841)  0.11
H (-2.77159, 0.46904, 4.07397)  0.08
H (-1.16128, 1.39533, 5.58627)  0.09
H (0.24845, 0.24810, 5.07097)  0.10
H (0.70719, 1.83867, 3.36843)  0.10
H (1.71564, -0.25549, 2.92980)  0.14
H (0.54413, -1.54268, 3.86418)  0.15
H (1.15955, -2.15945, -1.24339)  0.14
H (2.03184, -0.87243, -0.05274)  0.15
H (2.78782, -4.08828, 0.11159)  0.16
H (3.93432, -2.49271, 0.31450)  0.03
H (2.66129, -1.48056, -2.76038)  0.10
H (4.07132, -1.07887, -1.54649)  0.13
H (4.71005, -3.00045, -4.15920)  0.09
H (5.76161, -1.52868, -3.36566)  -0.04
H (4.25845, -1.18743, -4.45596)  0.09
H (-1.69279, 0.77864, -1.19955)  0.12
H (0.06966, 0.17977, -0.81630)  0.14
H (-1.22408, -2.17232, -2.32914)  0.16
H (-2.00558, -0.63417, -3.08892)  0.12
H (-0.76935, 1.36598, -3.33133)  0.14
H (0.27559, 0.75276, -4.77496)  0.14
H (2.12281, 5.84862, -3.82435)  0.19
H (-3.80610, 0.10752, -1.52501)  0.12
H (-4.09248, -1.69954, -1.07048)  0.11
H (-5.59179, -0.09828, 1.13486)  0.08
H (-5.93750, 0.70169, -0.60494)  0.14
H (-5.88654, -3.43142, -0.74491)  0.14
Cl (-2.30776, 0.64261, -6.17214)  0.55
C (-1.34301, 1.64330, -7.28645)  -0.65
C (-2.21297, 2.53996, -8.15288)  -0.66
Cl (-3.16667, 1.61104, -9.33676)  0.55
H (-0.72310, 0.97533, -7.89243)  0.08
H (-0.67951, 2.25504, -6.66778)  0.04
H (-1.58396, 3.22901, -8.72363)  0.08
H (-2.90675, 3.13349, -7.54952)  0.07
Cl (-1.53331, -0.58142, 7.59578)  0.55
C (-0.50202, -0.33931, 9.02813)  -0.64
C (-0.65082, 1.05574, 9.61399)  -0.66
Cl (0.02560, 2.30992, 8.54465)  0.55
H (0.53310, -0.54760, 8.74034)  0.07
H (-0.80666, -1.08682, 9.76680)  0.08
H (-0.10814, 1.12089, 10.56134)  0.08
H (-1.69960, 1.30293, 9.80531)  0.07
Cl (7.17428, -2.62037, -6.78886)  0.54
C (8.62230, -1.64872, -6.42424)  -0.66
C (8.97312, -1.67328, -4.94510)  -0.63
Cl (7.77407, -0.80382, -3.95500)  0.60
H (8.44531, -0.62898, -6.77990)  0.07
H (9.44388, -2.07474, -7.00797)  0.07
H (9.93551, -1.17954, -4.78309)  0.07
H (9.04805, -2.69695, -4.56545)  0.07
Cl (-6.78042, -1.74258, 3.24343)  0.56
C (-5.74912, -1.50047, 4.67578)  -0.66
C (-5.89792, -0.10542, 5.26164)  -0.62
Cl (-5.22150, 1.14875, 4.19230)  0.59
H (-4.71401, -1.70876, 4.38799)  0.00
H (-6.05376, -2.24798, 5.41445)  0.08
H (-5.35525, -0.04028, 6.20899)  0.08
H (-6.94671, 0.14176, 5.45296)  0.08
Cl (7.58141, -6.56634, 1.63095)  0.55
C (6.68792, -5.55624, 2.79506)  -0.66
C (5.41548, -4.97844, 2.19624)  -0.64
Cl (5.75555, -3.75858, 0.94313)  0.61
H (7.36110, -4.76898, 3.14824)  0.07
H (6.43988, -6.19848, 3.64549)  0.08
H (4.83193, -4.47868, 2.97466)  0.03
H (4.78994, -5.75765, 1.74994)  0.08

Cartesian forces (eV/Å) of the 2 atoms listed first:
0.9 -0.5 -0.7
0.6 -0.1 0.1

Output
- gap between HOMO and LUMO (eV) = 7.82
- E (eV) = -224038.4256
- charge = +1
- highest occupied orbital energy (eV) = -11.431
- strongest force on any atom (hartree/bohr) = 0.1850


Record 2
The following is a quantum chemistry calculation of C34H57CuN4OP2 as an isolated structure, from the Open Molecules 2025 dataset.

Last column: Mulliken spin population.
Positions of all 99 atoms, in Å:
C (2.35031, 0.88202, -1.18862)  -0.02
C (0.31940, 2.01665, -1.58879)  0.07
C (3.04696, 1.72405, -2.05548)  0.17
C (1.02524, 2.97898, -2.36494)  0.20
C (2.37362, 2.81526, -2.61044)  -0.05
H (4.09847, 1.51864, -2.24020)  0.00
H (0.44107, 3.78612, -2.80039)  0.00
H (2.91505, 3.52233, -3.23434)  0.00
N (1.04488, 1.04594, -0.94108)  0.11
P (2.22908, -0.62210, 1.16281)  0.00
P (-2.18954, 0.78489, -0.96010)  0.00
C (3.06153, -0.26347, -0.46578)  -0.02
H (3.03593, -1.16763, -1.09502)  0.01
H (4.11882, -0.00852, -0.33685)  -0.01
C (-1.29827, -0.44466, 1.35384)  -0.01
O (-2.10573, -0.90153, 2.05805)  0.00
C (-1.09963, 2.04803, -1.51312)  0.43
H (-1.55493, 2.94940, -1.93638)  -0.08
C (-2.70936, -0.06434, -2.62085)  0.09
C (-3.70463, 1.72300, -0.20655)  0.03
C (2.54839, -2.42759, 1.63406)  0.00
C (3.16039, 0.59624, 2.27488)  0.01
C (-3.20463, -1.47351, -2.26830)  0.01
H (-4.04332, -1.45989, -1.55931)  0.00
H (-3.54798, -1.97084, -3.18965)  0.00
H (-2.39304, -2.07278, -1.83529)  0.00
C (-3.78249, 0.72122, -3.37784)  0.01
H (-4.73680, 0.78080, -2.84333)  0.00
H (-3.43375, 1.73002, -3.63395)  0.00
H (-3.97764, 0.19642, -4.32617)  0.00
C (-1.48834, -0.15780, -3.54150)  0.04
H (-1.78448, -0.66969, -4.47053)  0.00
H (-1.10682, 0.83462, -3.80819)  -0.01
H (-0.67715, -0.73186, -3.08206)  -0.02
C (-4.85764, 0.72095, -0.01967)  0.01
H (-4.54676, -0.13335, 0.59867)  0.00
H (-5.67674, 1.23273, 0.50725)  0.00
H (-5.26421, 0.34235, -0.96491)  0.00
C (-3.31003, 2.26267, 1.17341)  0.00
H (-2.98850, 1.47252, 1.85672)  0.00
H (-2.50803, 3.00549, 1.10993)  0.00
H (-4.19189, 2.75332, 1.61460)  0.00
C (-4.13216, 2.93156, -1.04164)  0.00
H (-4.43191, 2.68289, -2.06245)  0.00
H (-5.00644, 3.38258, -0.54869)  0.00
H (-3.34432, 3.69237, -1.08112)  0.00
C (2.59390, 0.50173, 3.69881)  0.00
H (3.13215, 1.22338, 4.33188)  0.00
H (1.53039, 0.76321, 3.71604)  0.00
H (2.71344, -0.48984, 4.15076)  0.00
C (2.87825, 2.01007, 1.74289)  0.00
H (3.34604, 2.19260, 0.76743)  0.00
H (1.80052, 2.18832, 1.66475)  -0.01
H (3.28652, 2.74572, 2.45173)  0.00
C (4.68229, 0.37328, 2.28743)  0.00
H (5.15375, 1.29467, 2.66131)  0.00
H (4.98154, -0.43229, 2.96586)  0.00
H (5.10222, 0.17423, 1.29489)  0.00
C (2.93148, -3.21025, 0.37339)  0.00
H (3.89727, -2.88341, -0.03649)  0.00
H (3.02660, -4.27406, 0.63990)  0.00
H (2.16278, -3.12374, -0.40377)  0.00
C (1.22511, -2.98303, 2.19984)  0.00
H (0.43078, -2.97862, 1.44281)  0.00
H (1.39190, -4.02292, 2.51454)  0.00
H (0.88089, -2.41098, 3.07341)  0.00
C (3.65868, -2.61625, 2.67267)  0.00
H (4.63531, -2.29304, 2.29283)  0.00
H (3.44340, -2.12029, 3.62635)  0.00
H (3.73263, -3.69472, 2.88093)  0.00
Cu (0.12183, -0.25448, 0.25997)  0.05
N (0.10201, -1.83126, -0.92046)  0.00
C (-0.05165, -2.56083, -1.81675)  -0.01
C (-0.05717, -3.81545, -2.66435)  0.00
C (-0.31146, -3.45338, -4.12409)  0.00
C (1.30423, -4.49644, -2.54274)  0.00
C (-1.15180, -4.74271, -2.14228)  0.00
H (-1.27331, -2.93766, -4.23773)  0.00
H (0.48309, -2.79167, -4.49115)  0.00
H (-0.32738, -4.36068, -4.74529)  0.00
H (1.48881, -4.81461, -1.50970)  0.00
H (1.34238, -5.38637, -3.18362)  0.00
H (2.10803, -3.81461, -2.85033)  0.00
H (-1.20057, -5.65096, -2.75713)  0.00
H (-0.94118, -5.03259, -1.10429)  0.00
H (-2.13305, -4.25262, -2.16548)  0.00
N (-0.02517, 4.12779, 1.42930)  0.00
C (-0.36159, 3.50250, 2.59116)  0.00
C (-0.72668, 4.27173, 3.72313)  0.00
C (-1.16675, 3.60445, 4.86021)  0.00
C (-1.21307, 2.20391, 4.83595)  0.00
C (-0.76000, 1.53511, 3.69645)  0.00
N (-0.34845, 2.15260, 2.58007)  0.00
H (0.21137, 3.59455, 0.59859)  0.00
H (0.03054, 5.13596, 1.38391)  0.00
H (-0.65920, 5.35666, 3.64025)  0.00
H (-1.47249, 4.15666, 5.74602)  0.00
H (-1.57121, 1.61265, 5.67837)  0.00
H (-0.72988, 0.44349, 3.69111)  0.00

Cartesian forces (eV/Å) of the 2 atoms listed first:
-0.2 -0.2 0.2
0.8 0.0 -0.1

Output
- expectation value of S² = 0.782
- gap between HOMO and LUMO (alpha / beta) (eV) = 7.74 / 5.41
- multiplicity = 2
- E (eV) = -107403.4036
- charge = +1
- relative energy (zero: lowest compared OMol25 entry of this formula, charge and spin) (eV) = 0.132
- highest occupied orbital energy (alpha / beta) (eV) = -9.562 / -9.527
- strongest force on any atom (hartree/bohr) = 0.0929